Record 1
Molecular formula: C37H44Br2N4O3P3SSe2Zr
Method: DFT, ωB97M-V/def2-TZVPD

Cartesian coordinates (Å):
Zr -0.77 -0.75 -0.96
C -3.35 -1.08 2.46
P -1.55 -0.66 2.41
C -0.92 -2.23 3.14
C -1.50 0.54 3.87
C -1.73 0.03 5.16
C -1.83 0.91 6.25
C -1.63 2.25 6.05
C -1.14 2.70 4.80
C -1.34 1.92 3.66
P -1.21 2.52 1.98
C -2.84 3.26 1.72
C -0.01 3.91 2.08
H -3.73 -0.94 3.53
H -3.53 -2.09 2.12
H -3.91 -0.36 1.77
H -1.73 -2.71 3.75
H -0.01 -2.16 3.85
H -0.68 -2.83 2.28
H -1.87 -1.04 5.35
H -2.00 0.51 7.22
H -1.87 3.03 6.71
H -0.79 3.74 4.70
H -3.30 3.40 2.69
H -3.48 2.62 1.13
H -2.80 4.19 1.18
H -0.23 4.71 2.73
H 0.09 4.36 1.11
H 0.99 3.54 2.41
C 1.78 -0.61 -3.41
C 0.95 -1.91 -3.48
C 1.20 -2.82 -4.54
C 0.45 -4.00 -4.61
C -0.52 -4.33 -3.62
C -1.48 -5.41 -3.70
Br -1.53 -6.56 -5.15
C -2.53 -5.39 -2.78
C -2.47 -4.62 -1.61
Br -3.76 -5.09 -0.28
C -1.51 -3.57 -1.48
O -1.43 -2.58 -0.49
C -0.67 -3.40 -2.59
N -0.03 -2.18 -2.63
H 2.77 -0.74 -3.80
H 1.84 -0.27 -2.35
H 1.29 0.16 -4.04
H 1.93 -2.54 -5.35
H 0.62 -4.71 -5.42
H -3.30 -6.12 -2.84
N -5.58 -1.61 -3.36
C -5.18 -0.17 -3.21
C -4.67 0.08 -1.78
C -3.25 -0.26 -1.63
O -2.63 0.18 -0.55
O -2.56 -0.91 -2.49
H -4.87 -2.26 -3.03
H -5.80 -1.80 -4.32
H -6.06 0.46 -3.51
H -4.37 0.04 -3.89
H -5.32 -0.41 -1.02
H -4.83 1.17 -1.51
Se 0.81 0.87 0.73
P 2.56 -0.44 1.20
Se 1.78 -2.20 0.18
C 2.97 -0.15 2.97
C 4.30 -0.46 3.28
C 4.85 0.01 4.51
C 4.00 0.43 5.53
C 2.67 0.74 5.24
C 2.18 0.48 3.96
C 4.02 0.08 0.25
C 4.29 -0.45 -1.04
C 5.28 0.21 -1.82
C 5.98 1.31 -1.39
C 5.67 1.83 -0.14
C 4.75 1.18 0.70
H 4.88 -0.95 2.52
H 5.90 0.06 4.67
H 4.51 0.71 6.50
H 2.06 1.20 6.02
H 1.15 0.75 3.75
H 3.86 -1.40 -1.36
H 5.41 -0.16 -2.83
H 6.75 1.77 -2.03
H 6.05 2.79 0.24
H 4.60 1.50 1.74
C 0.95 3.19 -5.41
N 0.22 2.38 -4.41
C 0.34 2.47 -3.05
N 1.46 3.02 -2.56
S -0.83 1.71 -2.18
H 0.26 3.46 -6.23
H 1.78 2.61 -5.85
H 1.32 4.13 -4.96
H -0.56 1.86 -4.75
H 2.32 3.25 -3.10
H 1.63 3.13 -1.56

HOMO in eV: -9.1
Charge: +1
E_tot in eV: -361944.8864
Gap between HOMO and LUMO in eV: 6.033

Record 2
Molecular formula: C37H44KN9
Method: DFT, ωB97M-V/def2-TZVPD

Cartesian coordinates (Å):
K 0.21 0.17 0.36
C 1.96 1.55 2.87
N 0.59 1.88 2.46
C 0.46 3.26 2.03
C 1.30 3.65 0.84
C 1.63 4.99 0.66
C 2.35 5.35 -0.47
C 2.71 4.37 -1.37
C 2.35 3.06 -1.10
N 1.65 2.70 -0.03
C -0.42 1.54 3.46
C -1.36 0.47 2.94
C -1.64 -0.68 3.66
C -2.55 -1.58 3.14
C -3.12 -1.33 1.90
C -2.75 -0.16 1.25
N -1.92 0.73 1.76
C 2.06 0.08 3.21
C 2.14 -0.36 4.53
C 2.15 -1.73 4.78
C 2.07 -2.60 3.71
C 2.00 -2.07 2.43
N 2.00 -0.77 2.18
H 2.62 1.75 2.03
H 2.28 2.15 3.74
H -0.59 3.40 1.75
H 0.68 3.96 2.85
H 1.34 5.72 1.39
H 2.62 6.39 -0.63
H 3.28 4.60 -2.26
H 2.64 2.25 -1.76
H 0.04 1.19 4.39
H -1.01 2.42 3.71
H -1.15 -0.86 4.61
H -2.79 -2.48 3.69
H -3.81 -2.02 1.44
H -3.16 0.07 0.27
H 2.19 0.35 5.34
H 2.21 -2.10 5.79
H 2.07 -3.67 3.86
H 1.90 -2.72 1.56
N 3.89 0.14 -0.12
C 4.36 -0.10 -1.49
C 3.19 -0.42 -2.43
C 2.78 -1.89 -2.38
C 1.56 -2.18 -3.25
N 0.38 -1.57 -2.65
H 4.65 0.09 0.53
H 3.21 -0.56 0.16
H 5.08 -0.93 -1.55
H 4.87 0.80 -1.82
H 3.47 -0.15 -3.45
H 2.33 0.19 -2.15
H 2.52 -2.16 -1.35
H 3.62 -2.51 -2.70
H 1.47 -3.27 -3.37
H 1.71 -1.75 -4.25
H 0.22 -1.97 -1.73
H -0.44 -1.77 -3.21
N -0.89 1.69 -1.48
C -1.57 2.04 -2.35
N -2.34 2.43 -3.34
C -3.73 2.83 -3.10
C -3.88 4.34 -3.24
C -3.36 4.80 -4.60
C -1.90 4.37 -4.79
C -1.77 2.86 -4.62
H -4.01 2.50 -2.10
H -4.36 2.33 -3.83
H -3.31 4.84 -2.45
H -4.93 4.62 -3.11
H -3.45 5.88 -4.71
H -3.97 4.34 -5.39
H -1.28 4.87 -4.05
H -1.54 4.65 -5.78
H -0.73 2.54 -4.66
H -2.32 2.35 -5.42
N -3.05 -9.85 2.43
C -2.68 -8.80 2.12
C -2.22 -7.51 1.74
C -2.97 -6.37 2.07
C -2.52 -5.12 1.71
C -1.31 -4.94 1.01
C -0.58 -6.10 0.68
C -1.02 -7.35 1.04
C -0.85 -3.64 0.65
C -0.45 -2.52 0.34
H -3.90 -6.49 2.60
H -3.11 -4.25 1.96
H 0.35 -5.99 0.14
H -0.45 -8.23 0.78

HOMO in eV: -7.2
Charge: 0
E_tot in eV: -68817.4203
Gap between HOMO and LUMO in eV: 7.403

Record 3
Molecular formula: C37H44N2O
Method: DFT, ωB97M-V/def2-TZVPD

Cartesian coordinates (Å):
C -2.82 -4.25 4.16
C -2.37 -5.59 3.61
N -2.05 -5.53 2.20
C -2.27 -6.77 1.48
C -1.30 -6.94 0.32
C -1.29 -5.70 -0.56
C -1.16 -4.44 0.23
C -1.56 -4.42 1.60
C -1.40 -3.22 2.37
C -0.85 -2.10 1.77
C -0.38 -2.12 0.43
C 0.31 -1.00 -0.11
C 0.36 0.23 0.55
C 1.40 1.14 0.44
C 1.51 2.30 1.26
C 0.42 2.79 2.05
C 0.55 3.90 2.87
C 1.81 4.57 2.94
N 1.95 5.68 3.71
C 0.88 6.20 4.52
C -0.49 5.90 3.95
C -0.62 4.42 3.64
C 3.18 6.44 3.75
C 4.41 5.58 3.53
C 4.25 4.74 2.27
C 2.91 4.08 2.17
C 2.74 2.99 1.35
C -0.59 -3.31 -0.33
C -1.80 -3.17 3.80
H -3.80 -3.99 3.76
H -2.91 -4.33 5.25
H -1.47 -5.91 4.17
H -3.13 -6.36 3.75
H -2.19 -7.60 2.20
H -3.30 -6.79 1.08
H -0.29 -7.13 0.71
H -1.60 -7.82 -0.25
H -0.46 -5.77 -1.26
H -2.22 -5.68 -1.16
H -0.77 -1.19 2.36
H 0.84 -1.12 -1.06
H -0.47 0.47 1.22
H 2.22 0.94 -0.25
H -0.56 2.30 1.98
H 0.93 5.76 5.54
H 1.04 7.28 4.64
H -1.25 6.21 4.67
H -0.65 6.49 3.03
H -1.53 4.24 3.07
H -0.72 3.86 4.58
H 3.15 7.22 2.97
H 3.21 6.96 4.72
H 5.28 6.23 3.45
H 4.56 4.93 4.40
H 4.41 5.38 1.39
H 5.04 3.98 2.25
H 3.60 2.61 0.78
H -0.28 -3.33 -1.38
H -2.22 -2.19 4.03
H -0.91 -3.29 4.43
C -0.43 -0.01 -7.81
C -0.48 -0.88 -6.55
C -1.77 -1.71 -6.57
C 0.72 -1.84 -6.57
C -0.40 0.01 -5.30
C -1.40 0.05 -4.31
C -1.30 0.88 -3.22
C -0.14 1.73 -2.99
O 0.00 2.42 -1.95
C 0.84 1.69 -4.06
C 0.72 0.85 -5.13
H 0.51 0.55 -7.87
H -0.51 -0.64 -8.70
H -1.27 0.70 -7.81
H -1.82 -2.38 -5.70
H -2.65 -1.05 -6.59
H -1.78 -2.32 -7.48
H 0.72 -2.48 -5.67
H 0.65 -2.49 -7.45
H 1.67 -1.30 -6.62
H -2.28 -0.59 -4.40
H -2.08 0.90 -2.47
H 1.71 2.34 -3.95
H 1.52 0.83 -5.88

HOMO in eV: -5.0
Charge: 0
E_tot in eV: -44109.4143
Gap between HOMO and LUMO in eV: 3.461

- Look up the E_tot of the third one.
  -44109.4143 eV

- Which of these has the lowest HOMO?
  C37H44Br2N4O3P3SSe2Zr

- Among the records above, which one has the lowest HOMO?
  C37H44Br2N4O3P3SSe2Zr

- What is the formula in the second record?
  C37H44KN9